[1]
The following is a quantum chemistry calculation of 12 unconnected molecules or ions with the total composition C22H54BF4N4O7 at a distorted geometry, from the Open Molecules 2025 dataset.

```
92
Properties=species:S:1:pos:R:3
B 0.198 -0.064 -0.482
F -0.418 1.080 -1.000
F 1.181 0.390 0.464
F -0.726 -0.801 0.324
F 0.775 -0.839 -1.363
C -0.724 3.029 1.553
C -1.524 4.225 2.325
N -2.117 5.069 2.820
H 0.192 3.360 1.818
H -0.919 2.103 1.919
H -0.775 3.061 0.386
C 0.742 -3.999 -1.867
C 2.165 -4.378 -2.411
N 3.179 -4.722 -2.771
H 0.192 -4.941 -2.035
H 0.730 -3.786 -0.726
H 0.182 -3.174 -2.297
C 3.993 1.538 1.840
C 4.945 2.593 1.217
N 5.624 3.343 0.743
H 4.574 0.961 2.693
H 3.140 2.127 2.249
H 3.655 0.703 1.231
C 4.107 -1.433 -1.306
C 5.565 -0.907 -1.289
N 6.629 -0.463 -1.225
H 4.111 -2.006 -2.161
H 3.860 -2.178 -0.434
H 3.533 -0.612 -1.065
C 0.895 -2.108 4.595
C 1.082 -1.698 3.206
O 1.136 -0.286 3.056
H 0.878 -3.141 4.851
H 0.157 -1.431 5.080
H 1.853 -2.096 5.216
H 0.175 -1.966 2.593
H 1.937 -2.101 2.742
H 0.984 0.057 2.221
C -4.582 2.877 0.891
C -3.937 1.870 -0.059
O -4.577 0.544 0.124
H -4.124 3.745 0.559
H -4.451 2.678 2.030
H -5.677 2.979 0.812
H -2.851 1.801 0.098
H -4.086 2.155 -1.080
H -3.877 0.019 -0.259
C -3.677 -3.679 1.921
C -2.834 -3.107 0.681
O -1.505 -3.350 0.908
H -3.422 -4.679 2.090
H -4.640 -3.629 1.711
H -3.553 -3.096 2.776
H -2.974 -2.050 0.573
H -3.299 -3.601 -0.099
H -1.220 -2.544 0.614
C -2.435 -0.119 3.463
C -2.005 0.628 4.811
O -0.757 1.269 4.428
H -2.280 0.245 2.563
H -3.428 -0.406 3.722
H -1.968 -1.030 3.290
H -1.965 -0.141 5.608
H -2.986 1.236 4.903
H -0.192 0.857 3.963
C 3.653 0.225 -4.594
C 1.973 0.075 -4.636
O 1.533 -1.075 -3.909
H 3.873 1.073 -5.271
H 4.065 -0.707 -5.130
H 4.150 0.272 -3.648
H 1.924 -0.068 -5.718
H 1.653 0.989 -4.318
H 1.270 -0.750 -3.072
C 3.274 2.682 -1.977
C 2.059 3.369 -1.087
O 0.871 3.342 -1.824
H 2.816 1.789 -2.430
H 4.065 2.440 -1.359
H 3.708 3.424 -2.667
H 2.335 4.382 -0.792
H 2.056 2.701 -0.120
H 0.497 2.445 -1.882
C -3.806 -0.100 -3.837
C -2.508 -0.357 -3.312
O -2.830 -0.820 -1.884
H -4.401 -1.170 -3.848
H -3.774 0.300 -4.820
H -4.393 0.748 -3.217
H -2.022 0.630 -3.345
H -1.923 -1.119 -3.780
H -2.022 -0.682 -1.273
```

## Properties
F_max	12.9	eV/A
energy relative to the best compared isomer or geometry (same formula, charge and spin)	15.5	kcal/mol
E_tot	-55528.746	eV
net charge	-1
E_HOMO	-7.73	eV

***

[2]
The following is a quantum chemistry calculation of 3 unconnected molecules or ions with the total composition C22H54ClN6O9P3 at a distorted geometry, from the Open Molecules 2025 dataset.

```
95
Properties=species:S:1:pos:R:3
C 8.904 -3.046 -4.278
C 9.237 -1.764 -3.570
O 9.947 -0.936 -4.055
O 8.663 -1.586 -2.320
C 7.629 -0.668 -2.263
O 7.624 0.126 -1.376
C 6.527 -0.735 -3.283
P 4.836 -1.088 -2.539
C 5.464 -2.511 -1.459
O 6.289 -3.488 -2.101
C 5.713 -4.125 -3.196
O 4.383 -4.479 -2.951
C 3.690 -4.891 -4.115
C 3.389 -3.799 -5.137
O 2.041 -3.349 -5.040
C 4.037 0.286 -3.704
C 4.125 1.635 -3.123
O 3.656 1.959 -2.075
Cl 5.058 2.835 -4.085
H 9.826 -3.536 -4.585
H 8.312 -3.714 -3.661
H 8.347 -2.813 -5.186
H 6.738 -1.401 -4.119
H 6.474 0.261 -3.723
H 4.495 -0.338 -1.392
H 3.837 -1.954 -3.051
H 4.604 -3.004 -0.994
H 6.051 -2.110 -0.630
H 5.829 -3.512 -4.105
H 6.297 -5.041 -3.356
H 4.176 -5.742 -4.605
H 2.729 -5.268 -3.766
H 3.591 -4.202 -6.133
H 4.054 -2.936 -5.037
H 1.699 -3.279 -5.936
H 4.436 0.227 -4.715
H 2.980 0.023 -3.784
C -2.797 2.505 -0.955
N -2.022 3.720 -1.001
C -2.325 4.566 -2.145
P -0.952 4.396 0.152
O -1.643 5.679 0.496
N -0.931 3.672 1.722
C -1.547 2.400 2.022
C -1.114 4.586 2.845
N 0.397 3.514 -0.332
C 0.529 2.789 -1.585
C 1.532 3.303 0.565
H -2.655 1.916 -1.872
H -3.869 2.718 -0.862
H -2.518 1.844 -0.142
H -1.441 4.728 -2.777
H -2.697 5.547 -1.836
H -3.087 4.106 -2.773
H -2.643 2.445 1.964
H -1.281 2.073 3.030
H -1.170 1.610 1.366
H -2.169 4.834 3.013
H -0.566 5.512 2.690
H -0.719 4.125 3.755
H 0.162 1.763 -1.479
H 1.572 2.734 -1.894
H 0.008 3.270 -2.408
H 1.461 2.322 1.043
H 1.579 4.062 1.339
H 2.473 3.345 0.013
C -7.209 -0.485 2.300
N -6.710 -1.561 3.121
C -7.123 -2.882 2.671
P -5.583 -1.541 4.407
O -4.474 -2.384 3.859
N -4.708 -0.074 4.663
C -5.055 1.186 4.042
C -3.256 -0.205 4.730
N -6.703 -1.142 5.604
C -8.147 -1.240 5.474
C -6.283 -0.531 6.862
H -8.306 -0.509 2.249
H -6.829 -0.556 1.274
H -6.958 0.500 2.679
H -7.703 -3.411 3.440
H -6.265 -3.508 2.412
H -7.757 -2.807 1.789
H -4.886 1.180 2.957
H -4.453 1.992 4.468
H -6.092 1.461 4.253
H -2.807 -0.263 3.730
H -2.965 -1.089 5.291
H -2.822 0.654 5.250
H -8.562 -0.310 5.075
H -8.607 -1.420 6.448
H -8.457 -2.068 4.843
H -6.421 0.553 6.825
H -5.242 -0.739 7.083
H -6.872 -0.921 7.697
```

## Properties
SMILES	CC(=O)OC(=O)C[PH2](COCOCCO)CC(=O)Cl.CN(C)P(=O)(N(C)C)N(C)C.CN(C)P(=O)(N(C)C)N(C)C
F_max	4.8	eV/A
E_tot	-91442.568	eV
E_HOMO	-8.05	eV

***

[3]
The following is a quantum chemistry calculation of 9 unconnected molecules or ions with the total composition C22H54F6O11 at a distorted geometry, from the Open Molecules 2025 dataset.

```
93
Properties=species:S:1:pos:R:3
C 26.452 22.060 -15.672
O 27.614 21.688 -16.406
O 26.067 20.991 -14.815
C 26.806 23.413 -15.042
F 27.043 24.399 -15.892
F 25.824 23.911 -14.315
F 27.887 23.312 -14.284
C 27.858 21.893 -17.806
C 29.185 21.265 -18.087
H 29.213 20.237 -17.727
H 29.243 21.225 -19.174
H 29.960 21.903 -17.661
H 27.833 22.953 -18.060
H 27.132 21.299 -18.359
H 25.655 22.152 -16.410
C 28.349 14.235 -16.858
O 27.972 14.470 -18.236
O 27.223 14.450 -15.995
C 29.002 12.763 -16.781
F 28.358 11.873 -17.552
F 30.227 12.776 -17.197
F 29.051 12.241 -15.630
C 28.956 14.986 -19.169
C 28.198 15.347 -20.443
H 27.509 16.180 -20.309
H 28.909 15.711 -21.186
H 27.601 14.505 -20.795
H 29.823 14.336 -19.290
H 29.416 15.932 -18.886
H 29.074 15.002 -16.586
C 26.625 29.925 -13.994
C 28.047 30.419 -14.470
O 28.543 31.665 -13.820
H 26.549 29.966 -12.907
H 26.280 28.965 -14.378
H 25.962 30.590 -14.546
H 27.964 30.576 -15.545
H 28.725 29.569 -14.396
H 29.262 31.514 -13.202
C 22.631 26.162 -17.854
C 21.268 26.373 -18.554
O 20.904 27.676 -18.103
H 23.126 25.259 -18.213
H 22.557 26.045 -16.773
H 23.239 27.057 -17.981
H 20.466 25.738 -18.176
H 21.362 26.259 -19.634
H 19.988 27.665 -17.816
C 19.194 23.874 -13.135
C 20.258 23.232 -14.084
O 21.030 22.219 -13.350
H 18.682 24.736 -13.563
H 19.797 24.375 -12.379
H 18.480 23.099 -12.855
H 21.138 23.868 -14.187
H 19.848 22.961 -15.057
H 21.824 21.973 -13.830
C 24.258 20.163 -24.202
C 25.007 21.100 -23.236
O 24.478 21.112 -21.925
H 24.565 20.507 -25.190
H 23.198 20.335 -24.014
H 24.449 19.091 -24.163
H 25.062 22.126 -23.598
H 26.046 20.779 -23.318
H 24.794 20.287 -21.548
C 35.888 22.231 -18.088
C 37.139 21.389 -18.168
O 37.716 21.913 -19.353
H 35.086 21.855 -18.724
H 36.019 23.277 -18.368
H 35.526 22.309 -17.063
H 36.823 20.347 -18.207
H 37.897 21.531 -17.398
H 38.650 22.130 -19.328
C 23.000 25.043 -8.392
C 22.386 26.429 -8.656
O 21.886 26.828 -7.395
H 23.544 24.760 -9.293
H 22.246 24.272 -8.233
H 23.651 24.969 -7.520
H 21.615 26.386 -9.426
H 23.094 27.128 -9.101
H 22.632 27.165 -6.893
C 31.930 18.481 -14.709
C 30.848 19.194 -13.907
O 29.617 18.707 -14.362
H 31.744 17.417 -14.564
H 32.869 18.757 -14.229
H 31.951 18.877 -15.724
H 30.820 20.258 -14.142
H 30.934 19.195 -12.821
H 29.361 19.253 -15.109
```

## Properties
F_max	4.8	eV/A
energy relative to the best compared isomer or geometry (same formula, charge and spin)	93.1	kcal/mol
E_tot	-62510.557	eV
net charge	-2
E_HOMO	-1.15	eV